Record 1
Entry from the OMol25 dataset: C48H43Br2IN8O8S5W as an isolated structure in a non-equilibrium geometry (ωB97M-V/def2-TZVPD).

Geometry as XYZ:
```
116
Properties=species:S:1:pos:R:3:lowdin_charge:R:1
W 0.00491 0.23165 -0.39102 1.50
Br -1.44640 -0.64647 6.19545 0.80
C -0.91980 -0.53126 4.39649 -0.67
C -1.43384 -1.40848 3.46136 -0.06
C -1.06414 -1.25190 2.14935 -0.09
N -0.22204 -0.29421 1.73043 -0.01
C 0.30847 0.50887 2.65516 -0.20
C -0.02689 0.43229 3.99761 -0.04
C 1.25045 1.47183 2.12242 -0.20
C 2.03213 2.29246 2.91885 -0.03
C 2.92845 3.14140 2.31416 -0.66
Br 4.01127 4.26820 3.35660 0.80
C 3.03156 3.15314 0.94025 -0.07
C 2.23151 2.30045 0.22422 -0.14
N 1.34413 1.45900 0.78711 -0.02
H -2.12050 -2.19588 3.73822 0.12
H -1.44836 -1.91298 1.39155 0.11
H 0.37571 1.13842 4.70729 0.11
H 1.93701 2.26815 3.99299 0.11
H 3.72530 3.79838 0.42060 0.13
H 2.29881 2.26925 -0.84608 0.09
C -0.89057 1.65053 -7.46345 0.00
C -0.11266 0.90767 -6.43046 -0.27
C 1.20635 0.58092 -6.51995 0.03
C 1.78571 -0.11581 -5.43959 -0.29
N 1.10340 -0.46429 -4.37393 0.09
C -0.17710 -0.10894 -4.26480 -0.75
S -1.14622 -0.40584 -2.91446 0.77
N -0.76827 0.55288 -5.31008 0.11
C 3.23492 -0.47500 -5.44510 -0.01
H -0.27297 1.84050 -8.33794 0.09
H -1.22997 2.60711 -7.06230 0.10
H -1.76791 1.07961 -7.77137 0.09
H 1.78425 0.85056 -7.39194 0.12
H -1.73374 0.82022 -5.17582 0.14
H 3.66350 -0.44393 -6.44557 0.08
H 3.37277 -1.45782 -4.99850 0.09
H 3.76167 0.24426 -4.81248 0.09
N -6.36538 6.34190 -0.36126 0.10
C -5.41067 5.49275 0.16713 -0.32
C -5.60625 4.88432 1.41125 -0.03
C -4.63375 4.06425 1.95166 -0.06
C -3.44783 3.84943 1.26564 -0.31
C -3.24346 4.43834 0.02313 -0.05
C -4.21287 5.25544 -0.52064 -0.02
S -2.21040 2.79858 1.95516 0.58
O -1.01719 3.56371 2.21359 -0.29
O -2.81688 2.10695 3.06851 -0.32
N -1.84136 1.77116 0.75982 -0.15
C -2.68578 0.78596 0.43221 -0.72
S -4.34499 0.48778 0.81328 1.08
C -4.25636 -1.02264 -0.04364 -0.37
C -3.02203 -1.22454 -0.53713 -0.28
N -2.13991 -0.19859 -0.26885 -0.21
H -7.29815 6.27685 0.00616 0.09
H -6.31388 6.54383 -1.34395 0.09
H -6.52875 5.05793 1.95457 0.11
H -4.78574 3.58331 2.91105 0.12
H -2.32301 4.25004 -0.52381 0.10
H -4.04931 5.71995 -1.48744 0.11
H -5.11442 -1.66972 -0.12844 0.07
H -2.67815 -2.08116 -1.09761 0.10
I 1.45212 8.66244 -0.26004 0.85
C 1.11908 6.71875 -0.95513 -0.73
C 1.56359 6.36278 -2.22263 -0.15
C 1.34251 5.07462 -2.68412 -0.01
C 0.69502 4.14472 -1.88088 -0.13
C 0.26309 4.51524 -0.61503 -0.05
C 0.46313 5.80468 -0.14593 -0.13
C 0.48015 2.74532 -2.38651 -0.57
O 0.72500 2.45191 -3.54169 0.07
O -0.00060 1.90870 -1.51278 -0.31
H 2.07644 7.08673 -2.84227 0.09
H 1.67167 4.77021 -3.67074 0.12
H -0.22383 3.78944 0.02338 0.07
H 0.11470 6.07760 0.84252 0.10
C -0.61810 -12.88662 0.67155 -0.05
C -0.64801 -11.40955 0.38856 -0.27
C -1.10678 -10.50924 1.35018 -0.03
C -1.11467 -9.14724 1.10504 -0.05
C -0.66224 -8.67736 -0.11910 -0.29
C -0.21318 -9.55049 -1.09632 -0.05
C -0.20586 -10.91209 -0.83474 -0.03
S -0.68306 -6.94173 -0.43958 0.63
O -0.57986 -6.76766 -1.86268 -0.30
O -1.76808 -6.33594 0.27852 -0.29
N 0.69713 -6.45096 0.32475 -0.13
C 0.75666 -5.04714 0.76209 -0.22
C 0.86202 -4.03526 -0.37501 -0.08
C 0.85086 -2.62254 0.17482 -0.64
O 1.61188 -2.29525 1.06241 0.04
O -0.03277 -1.84461 -0.40488 -0.33
H -1.35858 -13.16118 1.42256 0.08
H 0.36288 -13.18536 1.04945 0.09
H -0.81302 -13.46616 -0.23093 0.08
H -1.46668 -10.88332 2.30150 0.11
H -1.47902 -8.44780 1.84744 0.12
H 0.10622 -9.16310 -2.05547 0.11
H 0.13938 -11.59998 -1.59760 0.12
H 1.51028 -6.74411 -0.20628 0.12
H 1.61259 -4.95238 1.42716 0.12
H -0.13597 -4.86099 1.35814 0.12
H 0.06164 -4.16636 -1.10162 0.11
H 1.81762 -4.15554 -0.89465 0.14
S 2.13336 -0.29865 -1.55422 0.73
C 3.59344 0.04933 -0.59784 -0.61
C 4.61784 0.73574 -1.25942 -0.14
C 5.78377 1.09209 -0.59708 -0.10
C 5.94657 0.77817 0.74759 -0.10
C 4.93923 0.08545 1.40657 -0.08
C 3.77642 -0.28328 0.74278 -0.11
H 4.47410 1.01097 -2.29926 0.09
H 6.55964 1.62933 -1.12994 0.10
H 6.84851 1.06754 1.27337 0.10
H 5.05475 -0.17279 2.45356 0.10
H 2.99407 -0.82716 1.26243 0.08
```

Values from the calculation:
Lowest unoccupied orbital energy (alpha / beta)   -0.023 / -0.012 Ha
Orbital gap (alpha / beta)   6.1 / 6.4 eV
Relative energy (zero: lowest compared OMol25 entry of this formula, charge and spin)   1.222 eV

=====

Record 2
Entry from the OMol25 dataset: a 18-piece molecular cluster, C48H43BrCl68FN3O6 overall in a non-equilibrium geometry (ωB97M-V/def2-TZVPD).

Geometry as XYZ:
```
170
Properties=species:S:1:pos:R:3:lowdin_charge:R:1
C 3.83074 -8.37572 2.10046 -0.09
C 2.93798 -7.60561 1.09667 -0.21
C 2.55314 -6.27169 1.71524 -0.19
O 2.09406 -5.33264 0.73216 -0.02
C 0.94916 -4.68550 1.05656 -0.18
C -0.24832 -5.16261 0.56116 -0.15
C -0.29668 -6.40147 -0.29184 -0.24
N -0.38425 -6.09456 -1.73597 0.04
C -1.41039 -4.50060 0.83667 -0.44
Br -3.06896 -5.12399 0.12441 0.90
C -1.44802 -3.37240 1.62989 -0.28
O -2.61720 -2.75309 1.85415 -0.06
C -2.68306 -1.49179 1.18512 -0.12
C -3.34596 -1.59970 -0.18832 -0.37
C -4.85202 -1.33307 -0.10851 -0.02
O -2.75193 -0.63129 -1.07487 -0.08
C -0.26679 -2.93393 2.15658 -0.01
C 0.91860 -3.56305 1.85898 0.01
C 2.15832 -2.97814 2.44862 -0.21
O 3.19050 -3.60196 2.51020 0.14
C 2.13953 -1.57722 2.98036 0.00
C 3.28716 -0.86881 3.15488 -0.16
F 4.47178 -1.37929 2.82356 0.11
C 3.30096 0.39839 3.69391 -0.08
C 4.59695 1.14555 3.86329 -0.15
C 4.83966 2.13001 2.70176 -0.19
C 3.71266 3.13085 2.54318 -0.22
C 3.93627 4.20306 1.48396 -0.16
C 2.75227 5.15450 1.53895 -0.22
O 1.52695 4.45924 1.32059 -0.15
C 0.51966 4.83216 2.22391 -0.30
C -0.82052 4.27391 1.78554 -0.07
C 2.10121 0.94215 4.06326 -0.19
N 2.08591 2.22926 4.68519 0.10
C 0.89839 0.28274 3.85902 -0.10
C -0.38426 0.95519 4.23519 -0.12
C -0.80395 0.79049 5.72164 -0.17
C -0.30795 -0.46076 6.41313 -0.28
N -0.74345 -0.40093 7.82845 -0.01
C 0.94110 -0.97462 3.31520 -0.03
C -0.28149 -1.76616 3.08201 -0.24
O -1.31438 -1.51447 3.65842 0.12
H 4.74565 -8.70451 1.61417 0.07
H 3.34633 -9.28368 2.43722 0.02
H 4.13859 -7.75376 2.93561 0.07
H 2.07587 -8.22212 0.85947 0.09
H 3.55449 -7.41820 0.22407 0.10
H 1.83850 -6.42601 2.52330 0.15
H 3.45577 -5.87032 2.15952 0.11
H -1.17277 -6.96484 0.02245 0.08
H 0.54319 -7.04716 -0.06584 0.09
H 0.19310 -6.78544 -2.20023 -0.01
H -1.32356 -6.33998 -2.02706 0.04
H -3.28766 -0.82145 1.79067 0.13
H -1.69637 -1.04094 1.12231 0.13
H -3.13686 -2.54714 -0.66967 0.09
H -5.20702 -0.75058 -0.95432 0.06
H -5.38046 -2.28327 -0.13007 0.08
H -5.12159 -0.80433 0.80268 0.08
H -3.29341 0.16188 -1.08632 0.02
H 4.54321 1.65865 4.81519 0.08
H 5.38741 0.40494 3.82775 0.10
H 5.04053 1.59948 1.77088 0.12
H 5.75560 2.68188 2.93378 0.05
H 2.75828 2.64818 2.35188 0.11
H 3.59172 3.65491 3.49134 0.11
H 4.06926 3.77976 0.49046 0.12
H 4.82116 4.77658 1.76055 0.12
H 2.84359 5.94688 0.79587 0.12
H 2.72828 5.59879 2.53544 0.12
H 0.42476 5.92236 2.24754 0.12
H 0.71188 4.46644 3.23906 0.05
H -0.72440 3.22505 1.51010 0.07
H -1.54345 4.31839 2.59794 0.08
H -1.22884 4.81032 0.93511 0.04
H 1.43228 2.85370 4.23807 0.03
H 1.84862 2.13449 5.66731 0.01
H -1.20599 0.60635 3.62641 0.10
H -0.33638 2.02633 4.05330 0.09
H -0.51641 1.67038 6.29647 0.07
H -1.88996 0.76063 5.76088 0.12
H -0.76141 -1.35597 6.00547 0.10
H 0.77897 -0.56912 6.35065 0.11
H -0.27904 -1.14176 8.33537 0.06
H -0.46184 0.48799 8.22339 0.04
C -2.60970 3.31339 -2.21533 -2.02
Cl -3.27720 3.20314 -3.84507 0.53
Cl -1.88647 4.90554 -1.98011 0.52
Cl -3.90069 3.06670 -1.02542 0.51
Cl -1.37608 2.07824 -2.00276 0.57
C 1.32508 4.85007 7.37151 -2.03
Cl 1.49335 3.14867 7.83740 0.57
Cl 0.34647 4.96613 5.90338 0.57
Cl 0.53162 5.73771 8.67127 0.55
Cl 2.92242 5.53156 7.07243 0.53
C 2.54003 -8.76440 -3.95415 -2.02
Cl 2.74621 -9.81457 -5.36167 0.49
Cl 3.82506 -9.08431 -2.78332 0.53
Cl 2.60686 -7.07716 -4.46083 0.56
Cl 0.97557 -9.09648 -3.20611 0.52
C 2.40509 4.32384 -4.76760 -2.03
Cl 4.02718 3.67082 -4.54963 0.54
Cl 2.28963 5.91221 -3.99747 0.48
Cl 2.07300 4.49435 -6.49746 0.48
Cl 1.21917 3.24100 -4.04016 0.52
C -8.52068 1.43046 -2.14450 -2.04
Cl -8.53395 -0.32949 -1.95027 0.51
Cl -9.79858 2.14108 -1.15671 0.52
Cl -6.95200 2.06269 -1.63200 0.50
Cl -8.79490 1.82794 -3.83927 0.51
C 2.08178 10.10246 -4.97236 -2.04
Cl 3.19453 10.06429 -3.60010 0.50
Cl 0.46582 10.54794 -4.41379 0.53
Cl 2.64468 11.28639 -6.15799 0.53
Cl 2.03044 8.49702 -5.70050 0.48
C 1.46546 -9.33545 -9.74267 -2.05
Cl 2.08240 -9.48786 -8.09010 0.46
Cl -0.29738 -9.23616 -9.70114 0.52
Cl 2.12098 -7.87141 -10.48152 0.52
Cl 1.95425 -10.74467 -10.69100 0.52
C 7.37017 11.21510 -2.47426 -2.05
Cl 7.32836 9.54206 -1.90356 0.52
Cl 6.17111 11.42332 -3.75290 0.50
Cl 6.99630 12.29500 -1.12950 0.50
Cl 8.98000 11.58299 -3.10207 0.53
C -13.51483 3.75870 -0.30677 -2.07
Cl -12.44856 3.86733 1.09920 0.51
Cl -15.13746 4.28941 0.14479 0.52
Cl -12.89266 4.79207 -1.59662 0.52
Cl -13.57802 2.08644 -0.87154 0.51
C -10.78230 -0.55114 -6.82975 -2.04
Cl -9.79375 -1.31717 -8.08031 0.52
Cl -10.87111 1.18897 -7.13440 0.52
Cl -12.40869 -1.23895 -6.86289 0.53
Cl -10.05337 -0.83685 -5.25190 0.46
C 0.26020 -12.88004 -1.42137 -2.05
Cl -0.67708 -13.42569 -2.81557 0.53
Cl 1.67289 -11.97659 -1.97562 0.49
Cl -0.74408 -11.81878 -0.42294 0.50
Cl 0.77893 -14.28337 -0.48318 0.52
C 5.82270 11.47338 3.02773 -2.06
Cl 5.79827 9.79045 3.56618 0.52
Cl 4.62234 11.69952 1.75147 0.51
Cl 5.44267 12.53300 4.38832 0.52
Cl 7.42752 11.86710 2.40342 0.51
C 7.59254 3.08301 6.11531 -2.04
Cl 7.60447 2.24061 4.56510 0.60
Cl 8.70492 4.45332 6.05587 0.53
Cl 5.95630 3.66781 6.43572 0.52
Cl 8.08928 1.97462 7.39683 0.53
C 1.49823 -12.10745 3.34111 -2.04
Cl 3.05804 -12.51987 4.06043 0.53
Cl 0.77449 -10.76443 4.23276 0.53
Cl 1.73034 -11.63382 1.65701 0.50
Cl 0.42491 -13.50879 3.41189 0.53
C -2.79742 6.97775 -5.53290 -2.04
Cl -2.99483 8.47179 -6.45460 0.53
Cl -3.78241 7.05833 -4.06717 0.51
Cl -3.31719 5.60572 -6.51755 0.52
Cl -1.09709 6.77604 -5.09610 0.48
C 2.49400 4.56643 -10.97679 -2.05
Cl 2.21162 6.10849 -11.78937 0.53
Cl 1.57358 4.51953 -9.46811 0.48
Cl 1.97319 3.24334 -12.02293 0.53
Cl 4.21406 4.39431 -10.61735 0.53
C -9.58064 -5.03142 -4.18353 -2.05
Cl -9.40063 -3.85443 -5.48496 0.49
Cl -11.29264 -5.20778 -3.78522 0.53
Cl -8.92958 -6.59396 -4.69132 0.52
Cl -8.70068 -4.46420 -2.75760 0.51
```

Values from the calculation:
Lowest unoccupied orbital energy   -0.022 Ha
Orbital gap   8.3 eV

=====

Record 3
Entry from the OMol25 dataset: a 3-piece molecular cluster, C48H43ClFNO12P overall in a non-equilibrium geometry (ωB97M-V/def2-TZVPD).

Geometry as XYZ:
```
107
Properties=species:S:1:pos:R:3:lowdin_charge:R:1
C -4.59221 0.65266 3.20550 -0.14
C -3.05671 1.23597 3.26297 -0.21
C -2.49925 1.27493 4.80784 -0.38
C -3.50102 2.14018 5.83186 -0.08
N -1.13249 1.84454 5.00009 0.00
C -0.00928 1.05091 4.40592 -0.22
O 0.19516 1.10056 2.98403 -0.04
C 0.07827 2.36179 2.30095 -0.25
O 0.05919 3.60863 2.75780 0.01
C 0.15833 2.24482 0.62908 -0.03
C -0.75966 1.24077 -0.28030 -0.02
C -0.43894 1.23592 -1.92165 -0.06
C 0.73717 2.20023 -2.60823 -0.08
C 1.62862 3.24985 -1.70162 -0.05
C 1.30803 3.23621 -0.06809 0.02
C 1.37188 1.22595 5.34331 -0.25
C 2.13298 -0.15799 5.69702 -0.12
C 2.11271 -1.35993 4.60481 -0.21
O 2.35449 -1.01721 3.20940 -0.09
C 1.34996 -1.84598 2.46242 -0.13
O 1.64925 -2.70323 1.48663 -0.05
O 0.91314 2.06337 6.44508 -0.21
C 1.51896 1.88040 7.72841 -0.46
C 1.42160 3.35098 8.52456 -0.15
C 2.53973 4.43780 8.02460 -0.14
F 1.81065 5.66115 7.60893 -0.14
P 0.32239 0.73404 8.74568 0.69
O -0.83534 1.71219 9.62957 -0.43
Cl -0.91196 -0.43418 7.42767 0.21
C 2.52119 2.17850 4.58223 -0.36
O 3.50645 1.71586 3.81760 -0.12
O 2.45960 3.66528 4.77377 -0.25
H -5.00180 0.32808 4.26582 0.07
H -4.57713 -0.33267 2.54900 0.07
H -5.27361 1.50618 2.73301 0.08
H -2.89677 2.26332 2.72672 0.12
H -2.37802 0.44625 2.68166 0.10
H -2.58227 0.15355 5.20980 0.12
H -3.47723 3.29571 5.61848 0.09
H -4.57222 1.67894 5.92146 0.06
H -3.00014 2.00660 6.90740 0.07
H -1.05303 2.86717 4.94601 0.13
H -0.32858 -0.08037 4.64302 0.14
H -1.58374 0.55262 0.20153 0.08
H -1.01470 0.52598 -2.66719 0.07
H 0.94586 2.17865 -3.77003 0.08
H 2.43293 3.96770 -2.15503 0.08
H 1.97038 3.96376 0.58814 0.11
H 3.28325 0.11969 5.86552 0.14
H 1.81848 -0.67355 6.72668 0.09
H 2.91844 -2.16823 4.95529 0.15
H 1.06656 -1.91643 4.71581 0.12
H 0.20468 -1.66648 2.72968 0.16
H 2.63721 1.57300 7.79474 0.14
H 0.32842 3.79805 8.35353 0.14
H 1.52101 3.07244 9.67524 0.11
H 3.18229 4.74184 8.97612 0.12
H 3.29528 4.01852 7.23618 0.12
H -1.77885 1.46152 9.32999 0.05
C 7.32732 -1.39807 -6.86743 -0.07
C 6.82986 -0.09704 -6.79769 -0.07
C 5.84417 0.22451 -5.86319 0.00
C 5.34519 -0.76136 -5.00321 -0.08
C 5.82503 -2.06766 -5.08965 -0.08
C 6.82694 -2.38437 -6.01624 0.00
C 5.27075 -3.12654 -4.22154 -0.28
O 5.69421 -4.27354 -4.29438 0.09
C 4.19346 -2.78520 -3.27126 -0.09
C 3.61878 -3.79094 -2.48318 0.00
C 2.60861 -3.47440 -1.57231 -0.05
C 2.17709 -2.15493 -1.43933 -0.05
C 2.74390 -1.15196 -2.22712 0.03
C 3.74742 -1.46983 -3.15191 -0.08
C 4.31549 -0.40800 -4.00583 -0.28
O 3.93355 0.75112 -3.89287 0.09
H 8.10206 -1.64661 -7.58946 0.10
H 7.21084 0.66870 -7.46975 0.10
H 5.46426 1.24349 -5.81095 0.12
H 7.21611 -3.39901 -6.08016 0.12
H 3.95216 -4.82310 -2.57856 0.12
H 2.16011 -4.25774 -0.96511 0.11
H 1.39528 -1.90688 -0.72473 0.09
H 2.39850 -0.12489 -2.12126 0.10
C -3.11937 -4.05440 -3.51000 -0.05
C -3.88895 -4.99568 -4.19318 -0.06
C -4.66680 -4.60293 -5.28358 0.00
C -4.68476 -3.26166 -5.68501 -0.09
C -3.93448 -2.31637 -4.98669 -0.08
C -3.14067 -2.71561 -3.90355 0.01
C -3.98443 -0.89076 -5.37034 -0.28
O -3.32290 -0.06029 -4.75966 0.10
C -4.84930 -0.47952 -6.49416 -0.08
C -4.95085 0.87644 -6.83164 0.01
C -5.75618 1.27258 -7.90161 -0.06
C -6.45307 0.31774 -8.64155 -0.06
C -6.35816 -1.03316 -8.30408 0.00
C -5.56212 -1.43123 -7.22186 -0.09
C -5.49651 -2.85853 -6.85055 -0.28
O -6.11233 -3.69786 -7.49745 0.09
H -2.50600 -4.36204 -2.66593 0.11
H -3.88218 -6.03688 -3.87849 0.11
H -5.26101 -5.34420 -5.81538 0.12
H -2.54166 -1.98550 -3.36209 0.12
H -4.40753 1.62798 -6.26103 0.12
H -5.83771 2.32650 -8.15865 0.11
H -7.07476 0.62530 -9.47960 0.11
H -6.90898 -1.77244 -8.88326 0.12
```

Values from the calculation:
Lowest unoccupied orbital energy   0.000 Ha
Orbital gap   4.4 eV
Net charge   -1

=====

no.,total energy (hartree)
1,-10398.8234
2,-36437.1952
3,-3713.4308